<i>
This record from the Open Molecules 2025 dataset describes a gas-phase ion, C4H12N2 (charge +1). The level of theory is wB97M-V/def2-TZVPD.

Atoms and positions in Å:
1 N -0.503 0.156 -2.380
2 N 1.613 -0.547 2.017
3 C -0.712 0.280 -0.918
4 C -1.741 0.953 -0.427
5 C 0.197 -0.624 -0.049
6 C 0.492 0.159 1.210
7 H 1.080 -0.941 -0.600
8 H -1.279 0.495 -2.975
9 H 0.296 0.736 -2.631
10 H 1.450 -1.561 1.893
11 H 0.914 1.179 1.094
12 H -0.367 0.131 1.903
13 H 1.551 -0.299 3.005
14 H 2.522 -0.268 1.639
15 H -2.053 1.172 0.583
16 H -2.549 1.377 -1.032
17 H -0.595 -0.851 -2.580
18 H -0.316 -1.547 0.249

Its gap between HOMO and LUMO (spin up / spin down) is 0.1399 / 0.3380 Ha. Its expectation value of S² is 0.754. Its charge is +1. For the HOMO energy (spin up / spin down), the calculation gives -7.014 / -12.609 eV. The multiplicity is 2.

---

<ii>
This record from the Open Molecules 2025 dataset describes a gas-phase ion, C4H12N2 (charge +1). The level of theory is wB97M-V/def2-TZVPD.

Atoms and positions in Å:
1 N 0.963 0.362 -2.300
2 N -0.506 0.153 0.450
3 C -0.766 1.422 1.148
4 C 0.892 -0.171 0.219
5 C -1.317 -0.963 0.855
6 C 1.237 -0.596 -1.225
7 H 1.172 -1.059 0.823
8 H -1.755 -1.570 0.046
9 H 0.086 0.152 -2.756
10 H 0.769 -1.555 -1.387
11 H -0.803 -1.646 1.544
12 H -0.554 1.415 2.217
13 H -2.291 -0.735 1.322
14 H -0.132 2.157 0.662
15 H 1.549 0.542 0.730
16 H 2.331 -0.772 -1.294
17 H 0.959 1.328 -2.005
18 H -1.834 1.537 0.951

Its gap between HOMO and LUMO (spin up / spin down) is 0.3869 / 0.2080 Ha. Its expectation value of S² is 0.754. Its charge is +1. For the HOMO energy (spin up / spin down), the calculation gives -13.454 / -13.391 eV. The multiplicity is 2.

---

Top of the stability list: <ii>, leading by 40.1 kcal/mol.

---

<i>
This record from the Open Molecules 2025 dataset describes a single CH6N4 molecule. The level of theory is wB97M-V/def2-TZVPD.

Atoms and positions in Å:
1 N -0.421 -0.865 -0.019
2 N -1.871 0.745 -0.189
3 N 0.499 -0.259 -0.931
4 N -1.629 -0.421 0.250
5 C 1.422 0.190 0.314
6 H -2.839 0.964 0.048
7 H -0.279 -1.850 0.155
8 H 1.107 0.393 1.342
9 H -0.009 0.564 -1.268
10 H 2.178 -0.592 0.327
11 H 1.840 1.131 -0.029

Its gap between HOMO and LUMO is 0.3675 Ha. Its charge is 0. As for the SMILES: [H]/N=N/NNC. For the HOMO energy, the calculation gives -8.774 eV. The multiplicity is 1.

---

<ii>
This record from the Open Molecules 2025 dataset describes a single CH6N4 molecule. The level of theory is wB97M-V/def2-TZVPD.

Atoms and positions in Å:
1 N -1.864 -0.255 -0.081
2 N -0.878 0.644 -0.654
3 N -0.643 -1.059 0.586
4 N 0.096 0.346 0.378
5 C 1.484 0.268 -0.193
6 H -0.618 0.226 -1.480
7 H 1.690 -0.723 -0.648
8 H -0.853 -1.230 1.570
9 H 1.506 1.116 -0.852
10 H 2.151 0.414 0.603
11 H -2.071 0.252 0.771

Its gap between HOMO and LUMO is 0.3629 Ha. Its charge is 0. As for the SMILES: CN1NNN1. For the HOMO energy, the calculation gives -8.636 eV. The multiplicity is 1.

---

<iii>
This record from the Open Molecules 2025 dataset describes a single CH6N4 molecule. The level of theory is wB97M-V/def2-TZVPD.

Atoms and positions in Å:
1 N 2.325 -0.083 0.023
2 N 1.112 0.524 -0.033
3 N -1.250 0.625 0.074
4 N -2.460 -0.188 -0.112
5 C -0.131 -0.028 -0.143
6 H -2.552 -0.758 0.713
7 H 2.691 -0.337 -0.846
8 H -3.159 0.566 -0.220
9 H -0.193 -1.068 -0.282
10 H 1.129 1.556 0.109
11 H 2.486 -0.809 0.717

Its gap between HOMO and LUMO is 0.3343 Ha. Its charge is 0. As for the SMILES: N/N=C/NN. For the HOMO energy, the calculation gives -8.018 eV. The multiplicity is 1.

---

<iv>
This record from the Open Molecules 2025 dataset describes a single CH6N4 molecule. The level of theory is wB97M-V/def2-TZVPD.

Atoms and positions in Å:
1 N -1.552 -0.328 1.119
2 N -0.509 -1.295 1.049
3 N 0.082 0.470 -0.449
4 N 1.210 0.968 -1.240
5 C 0.352 -0.823 0.213
6 H -2.490 -0.673 1.563
7 H 1.350 0.370 -2.066
8 H -0.346 1.221 0.209
9 H 1.431 -1.235 0.170
10 H 2.172 1.120 -0.761
11 H -1.699 0.204 0.192

Its gap between HOMO and LUMO is 0.3577 Ha. Its charge is 0. As for the SMILES: N/N=C\NN. For the HOMO energy, the calculation gives -8.651 eV. The multiplicity is 1.

---

Top of the stability list: <iii>, leading by 14.3 kcal/mol.

---

<i>
This record from the Open Molecules 2025 dataset describes 3 unconnected molecules or ions with the total composition C4H14NO3. The level of theory is wB97M-V/def2-TZVPD.

Atoms and positions in Å:
1 O 1.889 0.130 1.611
2 O -0.568 -2.904 -1.479
3 O 2.012 0.608 -1.596
4 N -0.182 -0.270 -0.070
5 C -0.432 0.246 1.355
6 C -1.331 -0.021 -0.951
7 C 0.832 -0.123 2.117
8 C -0.535 1.787 1.306
9 H 2.272 0.884 -2.487
10 H -0.110 -1.291 -0.099
11 H -2.154 -0.598 -0.557
12 H -0.471 2.181 0.302
13 H 0.695 0.178 -0.361
14 H -1.383 2.181 1.852
15 H -1.552 1.033 -1.088
16 H 2.554 1.132 -0.986
17 H -1.183 -0.417 -1.954
18 H 0.085 -3.536 -1.133
19 H -1.394 -0.164 1.619
20 H -0.142 -2.654 -2.311
21 H 0.316 2.245 1.817
22 H 0.781 -0.628 3.091

Its gap between HOMO and LUMO is 0.4109 Ha. Its charge is +1. For the HOMO energy, the calculation gives -14.565 eV. The multiplicity is 1.

---

<ii>
This record from the Open Molecules 2025 dataset describes 3 unconnected molecules or ions with the total composition C4H14NO3. The level of theory is wB97M-V/def2-TZVPD.

Atoms and positions in Å:
1 O 0.373 1.665 -1.312
2 O -0.513 4.323 -1.246
3 O -0.386 -3.574 -0.321
4 N -0.013 -0.855 -0.127
5 C 0.944 -1.271 1.016
6 C -1.376 -1.436 0.017
7 C 1.593 -0.109 1.715
8 C -1.370 -2.892 -0.405
9 H 0.953 0.424 2.422
10 H 0.448 2.135 -2.148
11 H 2.142 0.626 1.129
12 H 0.383 -1.828 1.718
13 H -2.303 -3.311 -0.814
14 H -0.718 5.202 -0.897
15 H -1.664 -1.419 1.037
16 H -0.085 2.323 -0.778
17 H 0.387 -1.175 -1.002
18 H 1.680 -1.897 0.520
19 H -0.098 0.164 -0.109
20 H -2.062 -0.910 -0.596
21 H -0.631 4.403 -2.206
22 H 2.315 -0.590 2.386

Its gap between HOMO and LUMO is 0.4135 Ha. Its charge is +1. For the HOMO energy, the calculation gives -14.408 eV. The multiplicity is 1.

---

Top of the stability list: <i>, leading by 1.7 kcal/mol.

---

<i>
This record from the Open Molecules 2025 dataset describes a molecular structure, H29O15. The level of theory is wB97M-V/def2-TZVPD.

Atoms and positions in Å:
1 O -0.500 0.857 1.106
2 O -1.755 2.918 -0.643
3 O -4.535 -1.948 -0.526
4 O 0.139 -4.114 -3.907
5 O -2.750 -0.556 2.810
6 O 2.340 0.825 0.861
7 O 3.024 3.644 -0.167
8 O 2.378 1.410 -1.999
9 O 3.338 0.144 3.388
10 O -1.219 0.333 -4.660
11 O -0.027 2.423 4.062
12 O 0.903 -0.450 -0.554
13 O 0.065 -2.586 1.684
14 O -3.981 0.736 0.080
15 O 2.753 -3.867 -1.472
16 H 2.725 1.580 0.417
17 H -3.044 0.806 0.307
18 H -3.975 -1.157 -0.565
19 H -4.206 1.420 -0.562
20 H -0.623 -2.481 2.354
21 H 1.660 0.850 -1.649
22 H 3.002 0.258 2.472
23 H 2.896 0.927 -2.643
24 H -0.951 -0.506 -4.290
25 H -5.352 -1.657 -0.116
26 H -2.275 3.024 0.162
27 H 0.084 -1.719 1.258
28 H 0.536 2.939 3.479
29 H -3.594 -0.187 2.514
30 H -0.651 1.941 3.514
31 H 3.853 -0.665 3.372
32 H 3.613 -3.496 -1.305
33 H 0.381 1.052 1.482
34 H -0.287 0.701 0.152
35 H -0.766 -3.789 -3.804
36 H 1.746 0.067 0.230
37 H 2.891 2.916 -0.786
38 H 3.730 3.525 0.467
39 H 0.505 -3.820 -3.058
40 H 2.161 -4.387 -0.938
41 H 0.707 -1.387 -0.461
42 H -2.154 0.089 2.404
43 H -1.852 0.851 -4.168
44 H -0.934 2.537 -0.305

Its gap between HOMO and LUMO is 0.3266 Ha. Its charge is -1. For the HOMO energy, the calculation gives -6.594 eV. The multiplicity is 1.

---

<ii>
This record from the Open Molecules 2025 dataset describes 15 unconnected molecules or ions with the total composition H29O15. The level of theory is wB97M-V/def2-TZVPD.

Atoms and positions in Å:
1 O -1.031 0.505 -5.415
2 O -3.511 -1.476 -2.488
3 O -5.007 -0.548 1.564
4 O 0.911 -0.592 2.136
5 O 3.058 -2.121 -4.067
6 O 0.585 -1.189 -0.437
7 O 1.217 3.154 -2.314
8 O 3.745 -0.959 1.544
9 O -1.135 0.690 2.976
10 O -1.642 -2.073 3.615
11 O 0.791 -3.563 -1.213
12 O 1.255 3.415 3.951
13 O 4.040 3.145 -0.362
14 O -2.256 -1.027 -0.299
15 O -0.894 2.815 0.322
16 H -1.377 -1.017 -0.159
17 H 1.126 -2.749 -0.644
18 H 0.635 -0.689 1.108
19 H 3.729 -1.815 -3.315
20 H 1.073 -1.505 2.240
21 H 1.054 2.576 -1.623
22 H -1.243 -1.770 4.479
23 H 3.700 3.222 -1.168
24 H 4.640 2.435 -0.371
25 H -0.371 2.495 0.986
26 H -1.829 2.393 0.519
27 H -0.707 -0.132 2.526
28 H -0.678 1.407 2.752
29 H 1.108 -0.611 -0.740
30 H -2.531 -2.338 3.927
31 H -3.975 -1.638 -1.663
32 H -2.566 -0.120 -0.453
33 H 1.211 3.071 3.078
34 H 0.572 2.693 -2.964
35 H -0.014 -3.466 -0.769
36 H -4.581 -0.230 2.401
37 H -0.625 -0.037 -4.731
38 H 2.926 -0.710 1.626
39 H 4.041 -1.375 2.298
40 H 0.313 3.042 4.311
41 H -2.534 -1.629 -2.244
42 H -1.959 0.597 -5.215
43 H -4.415 -1.302 1.297
44 H 2.265 -2.195 -3.595

Its gap between HOMO and LUMO is 0.3082 Ha. Its charge is -1. For the HOMO energy, the calculation gives -6.134 eV. The multiplicity is 1.

---

Top of the stability list: <i>, leading by 77.2 kcal/mol.